This record from the OMol25 dataset describes a single C4H4Cl2S2 molecule at a distorted geometry. The level of theory is wB97M-V/def2-TZVPD.

Geometry (Å):
1 S -1.674 -2.072 0.155
2 C -0.545 -0.993 -0.030
3 C -0.356 0.226 -0.953
4 S -1.697 1.383 -1.177
5 C 0.688 0.731 0.138
6 Cl 2.131 1.687 -0.268
7 C 0.764 -0.744 0.604
8 Cl 1.170 -1.009 2.437
9 H 0.149 -0.055 -1.945
10 H -2.521 0.734 0.068
11 H 0.188 1.232 0.863
12 H 1.705 -1.120 0.108

Atomic forces in eV per Å
-0.72 -0.39 0.25
0.45 -0.18 -1.00
1.56 0.51 0.02
-2.36 -1.74 2.53
0.77 -2.14 -1.91
-0.39 -0.65 -0.06
3.58 0.94 1.38
-0.86 0.14 -1.91
-0.79 0.38 1.42
1.75 1.63 -2.91
-1.61 1.92 1.94
-1.38 -0.43 0.25

Values from the calculation:
Frontier orbital gap: 8.248 eV
LUMO level: -1.3 eV
Highest occupied orbital energy: -9.54 eV
Electronic energy: -50925.75305 eV
Max |F|: 0.07675 Eh/bohr
Structure (SMILES): S=C1[C@@H](S)[C@H](Cl)[C@H]1Cl
Energy relative to the best compared isomer or geometry (same formula, charge and spin): 151.0 kJ/mol


This record from the OMol25 dataset describes 2 unconnected molecules or ions with the total composition C4H4Cl4OS at a distorted geometry. The level of theory is wB97M-V/def2-TZVPD.

Geometry (Å):
1 C -0.746 0.017 1.255
2 C 3.337 0.233 -1.002
3 C 1.939 1.668 0.219
4 C 2.128 0.353 -0.032
5 O -2.070 -1.730 2.661
6 S -1.635 -1.351 1.287
7 Cl 1.389 2.243 1.864
8 Cl 1.956 3.008 -0.895
9 Cl 4.852 0.894 -0.103
10 Cl 2.067 -0.842 0.989
11 H -0.239 0.498 1.987
12 H -0.259 0.120 0.334
13 H 3.072 0.765 -1.878
14 H 3.462 -0.768 -1.246

Atomic forces in eV per Å
-2.00 -3.41 -1.54
-1.00 1.15 1.32
-2.21 0.88 1.81
3.51 4.95 -3.18
0.20 0.07 -1.26
0.27 1.44 1.80
0.67 -0.44 -1.63
0.39 -1.06 0.47
-1.26 -0.76 -1.21
-0.40 -3.65 3.54
0.50 1.26 2.71
-0.07 0.41 -1.69
0.63 0.91 -0.86
0.78 -1.74 -0.29

Values from the calculation:
Frontier orbital gap: 9.003 eV
LUMO level: -0.6 eV
Highest occupied orbital energy: -9.58 eV
Electronic energy: -67181.27988 eV
Max |F|: 0.13324 Eh/bohr
Energy relative to the best compared isomer or geometry (same formula, charge and spin): 323.2 kJ/mol


This record from the OMol25 dataset describes a single C4H4ClFN2 molecule at a distorted geometry. The level of theory is wB97M-V/def2-TZVPD.

Geometry (Å):
1 C 0.943 0.591 -1.432
2 N 0.242 0.384 -0.336
3 C -0.584 -0.712 -0.379
4 C -0.992 -0.896 0.972
5 F -1.793 -1.870 1.389
6 C -0.297 0.101 1.746
7 Cl -0.616 0.939 3.224
8 N 0.509 0.858 0.974
9 H 0.757 1.581 -1.596
10 H 2.035 0.425 -1.236
11 H 0.553 0.096 -2.261
12 H -0.757 -1.498 -1.065

Atomic forces in eV per Å
5.13 1.70 -1.83
-3.50 -4.24 5.63
-0.54 0.55 5.68
1.29 1.16 -1.05
-0.11 0.17 0.28
-0.17 1.15 -1.47
-0.16 -1.10 0.38
-1.56 -1.55 -2.93
0.58 3.18 -1.41
-0.75 0.03 -0.71
-0.35 -1.23 -1.18
0.12 0.18 -1.39

Values from the calculation:
Frontier orbital gap: 9.847 eV
LUMO level: 0.8 eV
Highest occupied orbital energy: -9.08 eV
Electronic energy: -22430.24291 eV
Max |F|: 0.15305 Eh/bohr
Structure (SMILES): Cn1cc(F)c(Cl)n1
Energy relative to the best compared isomer or geometry (same formula, charge and spin): 180.6 kJ/mol


This record from the OMol25 dataset describes a molecular structure, C4H4ClFN3. The level of theory is wB97M-V/def2-TZVPD.

Geometry (Å):
1 C 0.253 -0.266 -0.651
2 C 0.354 -0.303 0.853
3 Cl 1.970 -0.227 -1.492
4 H 0.752 -1.251 1.233
5 C -0.303 -1.550 -1.117
6 N -0.712 -2.580 -1.440
7 N -0.500 0.826 -1.183
8 H 0.014 1.685 -1.004
9 H -1.371 0.855 -0.588
10 C 1.072 0.813 1.403
11 N 1.567 1.758 1.858
12 F -2.155 0.325 0.972
13 H -0.941 -0.084 1.157

Atomic forces in eV per Å
0.59 -0.14 -0.15
-0.57 -0.22 0.51
-0.61 0.04 0.34
-0.12 0.21 -0.12
-0.32 -0.80 -0.22
0.27 0.73 0.19
-0.66 0.29 0.12
-0.03 -0.09 0.06
0.66 0.00 -0.41
0.23 0.87 0.29
-0.22 -0.70 -0.31
0.39 -0.19 0.20
0.39 0.00 -0.51

Values from the calculation:
Frontier orbital gap: 9.025 eV
LUMO level: 3.4 eV
Highest occupied orbital energy: -5.58 eV
Total charge: -1
Electronic energy: -23924.23867 eV
Max |F|: 0.01841 Eh/bohr
Energy relative to the best compared isomer or geometry (same formula, charge and spin): 10.5 kJ/mol